# 1
C29H40AsClCrN5O4S | the ωB97M-V functional and the def2-TZVPD basis

Positions of all 82 atoms, in Å:
Cr1 0.19 -0.35 -0.20
C1 3.52 0.00 -0.35
O1 2.35 -0.19 0.49
H1 4.34 -0.60 0.05
H2 3.80 1.05 -0.38
H3 3.27 -0.33 -1.35
H4 2.60 0.07 1.39
O2 0.18 2.98 -4.95
S1 1.47 2.49 -4.53
O3 2.56 2.44 -5.44
N1 1.24 1.01 -3.83
C2 1.28 1.10 -2.56
O4 1.00 0.06 -1.84
C3 1.65 2.43 -1.98
C4 1.79 2.86 -0.67
C5 2.19 4.17 -0.44
C6 2.44 5.04 -1.50
C7 2.29 4.62 -2.82
C8 1.89 3.32 -3.02
H5 1.61 2.18 0.16
H6 2.31 4.52 0.58
H7 2.76 6.05 -1.29
H8 2.47 5.28 -3.64
Cl1 3.67 -4.91 -0.69
C9 2.14 -4.33 -0.19
C10 1.18 -5.18 0.34
C11 -0.04 -4.63 0.71
C12 -0.24 -3.28 0.54
N2 0.69 -2.45 0.04
C13 1.86 -2.98 -0.33
H9 1.39 -6.23 0.45
H10 -0.82 -5.25 1.11
H11 -1.19 -2.83 0.82
H12 2.59 -2.33 -0.78
C14 2.33 1.11 3.37
C15 0.81 1.11 3.45
As1 -0.08 -0.31 2.42
C16 -1.94 -0.25 3.03
C17 -2.21 0.54 4.31
C18 0.64 -1.89 3.30
C19 0.75 -1.81 4.81
H13 2.74 1.72 4.18
H14 2.70 1.55 2.44
H15 2.76 0.11 3.50
H16 0.42 2.08 3.15
H17 0.47 0.94 4.47
H18 -2.24 -1.30 3.15
H19 -2.53 0.16 2.21
H20 -1.62 0.19 5.15
H21 -3.26 0.44 4.58
H22 -2.02 1.60 4.17
H23 1.61 -2.11 2.83
H24 -0.02 -2.71 3.01
H25 1.44 -1.03 5.15
H26 1.12 -2.76 5.20
H27 -0.22 -1.63 5.28
C20 -1.67 1.44 -2.82
C21 -1.44 1.99 -1.46
N3 -0.89 1.45 -0.36
C22 -1.03 2.40 0.64
C23 -1.64 3.50 0.15
N4 -1.89 3.22 -1.16
H28 -1.13 0.52 -2.99
H29 -1.34 2.16 -3.58
H30 -2.74 1.26 -2.96
H31 -0.69 2.24 1.64
H32 -1.92 4.43 0.61
H33 -2.29 3.85 -1.84
C24 -4.59 -3.00 -3.38
C25 -3.48 -2.36 -2.62
C26 -2.15 -2.48 -3.02
C27 -1.14 -1.89 -2.28
N5 -1.40 -1.18 -1.17
C28 -2.68 -1.05 -0.77
C29 -3.72 -1.62 -1.46
H34 -4.28 -3.28 -4.38
H35 -5.45 -2.33 -3.45
H36 -4.93 -3.90 -2.86
H37 -1.89 -3.02 -3.92
H38 -0.11 -1.95 -2.59
H39 -2.85 -0.45 0.11
H40 -4.73 -1.48 -1.10

Calculated values
* LUMO (alpha / beta): -6.208 / -6.022 eV
* spin multiplicity: 4
* E_HOMO (alpha / beta): -0.519 / -0.519 Ha
* expectation value of S²: 3.785
* net charge: +2

=====

# 2
C29H40BN15S3Zn | the ωB97M-V functional and the def2-TZVPD basis

Positions of all 89 atoms, in Å:
Zn1 -0.84 0.09 0.13
C1 0.59 -1.99 4.08
C2 1.73 -1.69 3.17
C3 2.86 -2.43 3.15
C4 3.90 -2.13 2.23
N1 3.73 -1.22 1.32
N2 2.59 -0.51 1.30
B1 2.55 0.34 0.04
N3 1.87 1.69 0.03
N4 3.21 1.75 0.17
C5 3.88 2.85 0.35
C6 3.09 4.04 0.32
C7 1.74 4.01 0.15
C8 0.94 5.27 0.10
C9 1.04 2.74 0.04
S1 -0.62 2.62 -0.05
C10 5.36 2.76 0.64
C11 5.51 2.22 2.07
C12 6.00 1.78 -0.35
C13 6.02 4.13 0.53
N5 2.75 -0.41 -1.26
N6 4.04 -0.79 -1.47
C14 4.29 -1.60 -2.45
C15 3.24 -2.17 -3.23
C16 1.97 -1.74 -3.07
C17 0.82 -2.30 -3.84
C18 1.74 -0.69 -2.11
S2 0.31 0.21 -2.16
C19 5.74 -1.89 -2.83
C20 6.72 -1.21 -1.88
C21 5.96 -1.35 -4.25
C22 6.00 -3.41 -2.82
C23 1.61 -0.61 2.23
S3 0.35 0.50 2.32
C24 5.22 -2.89 2.19
C25 6.36 -1.89 2.00
C26 5.14 -3.85 0.99
C27 5.46 -3.68 3.47
H1 0.85 -2.80 4.76
H2 -0.28 -2.27 3.49
H3 0.31 -1.11 4.66
H4 2.97 -3.26 3.84
H5 3.59 4.99 0.42
H6 1.58 6.14 0.19
H7 0.20 5.26 0.90
H8 0.38 5.31 -0.83
H9 5.08 1.21 2.15
H10 5.01 2.86 2.79
H11 6.56 2.16 2.32
H12 5.54 0.79 -0.28
H13 7.06 1.68 -0.12
H14 5.90 2.13 -1.37
H15 5.65 4.83 1.28
H16 5.88 4.57 -0.46
H17 7.09 4.02 0.69
H18 3.46 -2.93 -3.96
H19 1.16 -3.08 -4.52
H20 0.30 -1.52 -4.40
H21 0.10 -2.72 -3.14
H22 6.65 -0.12 -1.97
H23 7.74 -1.50 -2.15
H24 6.54 -1.48 -0.85
H25 5.74 -0.28 -4.29
H26 5.33 -1.86 -4.98
H27 7.00 -1.50 -4.54
H28 5.80 -3.85 -1.85
H29 7.04 -3.59 -3.08
H30 5.39 -3.93 -3.56
H31 6.21 -1.28 1.11
H32 7.31 -2.43 1.90
H33 6.44 -1.23 2.86
H34 4.91 -3.29 0.09
H35 4.35 -4.59 1.14
H36 6.09 -4.37 0.86
H37 5.41 -3.05 4.36
H38 6.46 -4.12 3.44
H39 4.75 -4.50 3.59
N7 -2.68 -2.66 0.23
C28 -3.34 -1.45 0.18
N8 -4.65 -1.35 0.17
N9 -4.88 -0.02 0.12
N10 -3.78 0.64 0.11
N11 -2.76 -0.25 0.15
C29 -1.32 -2.85 0.19
N12 -0.75 -4.04 0.16
N13 0.57 -3.78 0.12
N14 0.78 -2.51 0.12
N15 -0.42 -1.88 0.18
H40 -3.26 -3.48 0.22

Calculated values
* LUMO: -1.182 eV
* E_HOMO: -0.272 Ha